13
Properties=species:S:1:pos:R:3:forces:R:3:lowdin_charge:R:1 method="wB97M-V/def2-TZVPD" e_above_lowest_kcal_mol=173.8 multiplicity=1 homo_ev="-8.46 / -8.81" total_charge=0 energy_ev=-18959.509 homo_lumo_gap_ev="6.534 / 7.768" lumo_ha="-0.071 / -0.038"
C -0.271279 1.025819 -0.667357 0.2 0.7 -1.4 -0.26
C -0.881138 0.342356 1.517928 0.7 -0.5 2.8 -0.20
N 0.816520 0.388563 -1.369157 0.5 0.8 -0.7 -0.03
N 0.726480 -1.488025 -0.050146 1.0 5.2 0.8 0.15
N -0.963955 0.042437 0.161886 0.6 1.0 -1.6 -0.02
N 1.133910 -0.792079 -1.184153 -1.3 -0.3 0.9 -0.80
S 2.165953 -1.540171 -2.207901 1.1 -1.3 -0.3 0.57
H 0.220514 1.995178 -0.169121 -1.4 -2.0 -0.7 0.15
H -0.877952 1.363322 -1.656509 0.7 -0.5 2.7 0.16
H -1.855933 0.094430 1.943269 0.0 0.0 0.3 0.07
H -0.129868 -0.429677 2.004213 -1.3 1.7 -0.7 0.12
H -0.635892 1.416114 1.810495 0.0 -1.3 -0.5 0.09
H 0.552640 -2.418266 -0.133445 -0.8 -3.5 -1.6 0.01

=====

13
Properties=species:S:1:pos:R:3:forces:R:3:lowdin_charge:R:1 method="wB97M-V/def2-TZVPD" e_above_lowest_kcal_mol=45.0 multiplicity=1 homo_ev=-9.57 total_charge=0 energy_ev=-18965.092 homo_lumo_gap_ev=10.003 lumo_ha=0.016 smiles="[H]/N=C(N)/C(=N/[H])NS"
H -1.968513 0.204773 1.840540 0.2 0.3 0.7 0.06
N -1.296335 0.585022 1.180708 -0.6 -0.7 -0.2 0.12
C -0.501325 -0.323858 0.809792 0.7 -2.8 0.5 -0.41
N -0.325021 -1.700009 1.393256 0.8 1.8 4.1 0.03
C 0.234405 -0.134965 -0.496789 1.2 1.0 0.8 -0.49
N 1.366476 -0.723874 -0.685424 -2.2 1.0 -2.8 0.11
H 1.435775 -0.412796 -1.718904 1.4 -0.8 1.5 0.04
N -0.369027 0.878498 -1.296100 0.1 0.3 0.5 -0.38
S 0.568492 1.778519 -2.502703 -0.4 -0.8 2.0 0.72
H 0.567591 -2.178075 1.161094 -0.8 0.9 -0.6 0.05
H -0.216255 -1.691419 2.614020 -0.9 0.4 -4.8 0.18
H -1.008433 1.438478 -0.673898 0.8 -0.6 -1.1 0.07
H 1.512170 2.279707 -1.625592 -0.5 -0.2 -0.6 -0.12

=====

13
Properties=species:S:1:pos:R:3:forces:R:3:lowdin_charge:R:1 method="wB97M-V/def2-TZVPD" e_above_lowest_kcal_mol=57.9 multiplicity=1 homo_ev=-8.31 total_charge=0 energy_ev=-18964.536 homo_lumo_gap_ev=9.037 lumo_ha=0.027
H 2.520492 1.772165 0.672693 -1.3 -0.2 -0.8 0.05
N 1.672213 1.356060 0.194167 2.9 -2.2 0.7 0.06
C 2.029430 0.126192 -0.124177 -1.0 2.2 0.5 -0.28
N 1.032211 -0.707944 -0.559404 2.6 -2.0 -1.8 -0.08
N -0.254350 -0.332437 -0.599808 -1.3 2.0 -1.0 -0.06
C -0.965491 -0.725411 0.465205 -2.8 -0.1 2.0 -0.37
N -2.186916 -0.420606 0.724676 0.1 -0.1 -0.7 -0.37
S -3.144613 0.477538 -0.461717 -0.2 0.2 2.6 0.61
H 3.030550 -0.386661 -0.065648 -0.9 0.8 -0.1 0.13
H 1.288421 -1.399151 -1.302043 -0.3 0.9 1.1 0.16
H -0.509111 0.668980 -0.810061 0.9 -1.1 -0.3 0.13
H -0.529782 -1.348809 1.245255 0.5 0.0 -0.4 0.13
H -3.983054 0.920088 0.620867 1.0 -0.5 -1.8 -0.10

=====

13
Properties=species:S:1:pos:R:3:forces:R:3:lowdin_charge:R:1 method="wB97M-V/def2-TZVPD" e_above_lowest_kcal_mol=105.3 multiplicity=1 homo_ev=-8.49 total_charge=0 energy_ev=-18962.480 homo_lumo_gap_ev=9.057 lumo_ha=0.021
H -0.860384 -1.975063 -1.994089 1.8 0.5 3.7 0.12
N -0.358222 -1.729085 -0.951741 -1.6 4.8 -5.1 -0.03
C -0.165120 -0.369889 -1.106786 -1.6 -3.3 -3.5 -0.29
N 0.240577 0.429457 -0.116130 0.3 1.9 0.4 -0.24
N 0.590492 1.753378 -0.617605 1.0 2.5 4.1 0.00
C -0.396447 0.376307 1.149480 0.2 0.7 0.9 -0.32
N -0.329082 -0.537457 2.004923 -0.3 0.5 0.2 -0.37
S 0.673080 -1.885016 1.884287 0.1 -0.7 0.1 0.70
H -0.374750 0.399338 -2.159117 0.7 -2.9 2.9 0.19
H -0.054476 2.536634 -0.043898 1.8 -2.7 -1.9 0.14
H 1.588793 1.975518 -0.121132 -2.9 -0.7 -1.7 0.14
H -0.892575 1.341083 1.439191 0.2 -0.9 -0.4 0.12
H 0.338113 -2.315205 0.632617 0.3 0.3 0.2 -0.17

=====

13
Properties=species:S:1:pos:R:3:forces:R:3:lowdin_charge:R:1 method="wB97M-V/def2-TZVPD" e_above_lowest_kcal_mol=96.9 multiplicity=1 homo_ev="-15.53 / -15.53" total_charge=+1 energy_ev=-9610.813 homo_lumo_gap_ev="10.567 / 10.568" lumo_ha="-0.182 / -0.182" smiles=C[n+]1ncnn1N
C -1.363800 1.119171 -0.015485 -1.3 0.2 0.3 0.00
N -0.093242 0.508914 -0.112456 5.9 1.8 0.1 -0.02
N 1.339177 1.344481 -0.035197 -4.4 -0.9 -0.2 0.25
C 2.134687 0.350281 0.050491 -0.3 -0.5 0.0 -0.18
N 1.585035 -0.887357 0.051091 0.1 -1.1 0.1 0.15
N 0.314673 -0.723226 -0.024338 0.0 0.9 0.0 -0.21
N -0.491902 -1.761222 -0.067513 -0.6 -0.7 -0.1 0.22
H -1.265470 2.149355 -0.356830 0.1 -0.2 -0.1 0.12
H -2.099027 0.606351 -0.639295 0.1 0.0 -0.1 0.11
H -1.705510 1.136019 1.022179 0.0 0.0 0.0 0.11
H 3.203925 0.466883 0.129010 0.1 0.1 0.0 0.14
H -0.068861 -2.677461 0.005816 0.1 0.3 0.0 0.16
H -1.489687 -1.632185 -0.007479 0.1 0.2 0.1 0.14

=====

10
Properties=species:S:1:pos:R:3:forces:R:3:lowdin_charge:R:1 method="wB97M-V/def2-TZVPD" e_above_lowest_kcal_mol=144.8 multiplicity=1 homo_ev="-15.08 / -15.21" total_charge=+1 energy_ev=-5695.204 homo_lumo_gap_ev="10.608 / 9.077" lumo_ha="-0.164 / -0.225"
C -1.248948 0.741226 0.125289 -0.8 -0.2 1.5 -0.02
C -0.212424 -0.353636 0.240710 -0.5 2.2 -0.4 -0.24
N 1.119586 -0.233416 -0.490281 -0.1 1.0 -1.6 0.21
O -1.294161 -0.552751 -0.518560 0.6 -1.1 0.0 0.04
H -1.961033 0.857933 0.987844 0.9 -0.3 -0.9 0.14
H -1.333380 1.564202 -0.599151 0.8 -0.3 0.3 0.13
H 0.613123 -1.567372 2.338668 -0.3 0.3 -0.5 0.17
H 1.440917 -1.194365 -0.774729 -0.1 1.2 0.0 0.19
H 1.865266 0.279345 0.016815 -0.5 -0.9 0.5 0.17
H 1.011057 0.458834 -1.326606 -0.1 -1.9 1.0 0.22

=====

11
Properties=species:S:1:pos:R:3:forces:R:3:lowdin_charge:R:1 method="wB97M-V/def2-TZVPD" e_above_lowest_kcal_mol=122.2 multiplicity=1 homo_ev=-2.42 total_charge=-1 energy_ev=-7752.967 homo_lumo_gap_ev=6.771 lumo_ha=0.160
C 1.272666 0.369149 -0.183010 1.9 -0.6 3.0 -0.13
C -0.809699 -0.880440 0.050889 -1.6 -0.6 -1.3 -0.65
N 0.052679 0.068474 0.600124 2.1 0.9 0.7 -0.27
O -0.676654 1.232045 1.028582 0.3 0.1 -0.5 -0.10
O -1.797916 -1.209800 0.790151 -0.1 0.2 -0.8 -0.22
H 1.051978 0.366839 -1.192864 -0.5 0.5 -2.5 -0.01
H 1.890828 1.274608 0.152995 -1.6 -0.9 -0.4 0.09
H 2.077429 -0.471378 -0.027126 -1.7 1.1 -0.1 0.09
H -1.141647 -0.203188 -1.379541 -0.1 -0.1 1.1 0.04
H -0.313652 -1.641107 -0.576353 0.6 0.0 0.7 0.06
H -1.606014 1.094798 0.736153 0.7 -0.5 -0.1 0.07

=====

11
Properties=species:S:1:pos:R:3:forces:R:3:lowdin_charge:R:1 method="wB97M-V/def2-TZVPD" e_above_lowest_kcal_mol=31.3 multiplicity=1 homo_ev=-3.64 total_charge=-1 energy_ev=-7756.911 homo_lumo_gap_ev=7.688 lumo_ha=0.149
C -0.073010 -2.591686 0.392647 -0.2 0.5 0.4 -0.22
O 0.991385 -1.939956 -0.242199 0.5 -1.2 0.1 -0.17
H -0.039254 -3.682243 0.297729 0.2 0.1 -0.5 0.06
H -0.040360 -2.424537 1.477791 -0.2 0.2 0.1 0.06
H -1.018977 -2.194066 -0.002504 -0.1 -0.3 0.2 0.07
C -0.643420 1.625832 -0.257779 0.3 -0.3 -0.5 -0.65
N 0.435783 0.876906 -0.458321 -0.3 -0.3 1.2 -0.05
O -0.781997 2.640325 0.456289 -0.3 -0.1 0.1 -0.18
H -1.504623 1.244048 -0.862435 -0.1 0.4 0.0 0.07
H 0.842393 -0.986870 -0.134132 -0.3 0.8 -0.6 -0.01
H 1.036132 1.146459 0.334185 0.4 0.3 -0.5 0.01